# 1
{
  "formula": "C26H78F3N15O14S",
  "method": "the ωB97M-V functional and the def2-TZVPD basis",
  "spin_multiplicity": 2,
  "fmax_ev_per_a": 6.06,
  "lumo_energy_ev": [-2.5, -8.4],
  "charge": 1,
  "elements": ["O", "H", "H", "H", "C", "F", "F", "F", "S", "O", "O", "O", "C", "O", "N", "N", "H", "H", "H", "H", "C", "O", "N", "N", "H", "H", "H", "H", "C", "O", "N", "N", "H", "H", "H", "H", "C", "O", "N", "N", "H", "H", "H", "H", "C", "O", "N", "N", "H", "H", "H", "H", "C", "C", "C", "O", "C", "N", "H", "H", "H", "H", "H", "H", "H", "H", "H", "H", "H", "C", "C", "C", "O", "C", "N", "H", "H", "H", "H", "H", "H", "H", "H", "H", "H", "H", "C", "C", "C", "O", "C", "N", "H", "H", "H", "H", "H", "H", "H", "H", "H", "H", "H", "C", "C", "C", "O", "C", "N", "H", "H", "H", "H", "H", "H", "H", "H", "H", "H", "H", "C", "C", "C", "O", "C", "N", "H", "H", "H", "H", "H", "H", "H", "H", "H", "H", "H"],
  "positions_angstrom": [[9.42, 9.00, -16.28], [8.55, 9.28, -16.57], [10.03, 9.74, -16.30], [9.35, 8.76, -15.35], [11.30, 12.90, -15.19], [12.14, 12.42, -14.29], [10.08, 12.62, -14.90], [11.44, 14.23, -15.27], [11.73, 12.12, -16.85], [10.88, 12.78, -17.87], [13.16, 12.37, -17.05], [11.38, 10.72, -16.72], [12.10, 6.64, -17.07], [11.01, 6.15, -17.12], [12.28, 7.92, -17.16], [13.23, 6.01, -16.91], [13.21, 8.32, -17.14], [11.55, 8.47, -17.60], [13.04, 5.05, -16.66], [13.92, 6.67, -16.57], [16.26, 14.24, -15.41], [16.90, 13.70, -16.31], [16.81, 15.18, -14.57], [15.09, 13.82, -15.14], [17.80, 15.30, -14.74], [16.19, 15.70, -13.97], [14.63, 13.04, -15.59], [14.63, 14.35, -14.41], [11.42, 17.22, -18.91], [10.39, 17.80, -19.27], [12.54, 17.81, -19.04], [11.52, 16.07, -18.30], [12.62, 18.47, -19.80], [13.32, 17.22, -18.81], [10.63, 15.60, -18.24], [12.41, 15.68, -18.03], [12.89, 9.70, -20.01], [13.00, 8.52, -20.30], [13.61, 10.16, -19.08], [12.19, 10.59, -20.57], [14.18, 9.40, -18.74], [13.82, 11.12, -18.85], [12.21, 11.52, -20.18], [11.70, 10.50, -21.44], [13.33, 15.49, -12.21], [14.29, 15.26, -12.87], [13.06, 16.50, -11.46], [12.28, 14.67, -12.18], [12.13, 16.72, -11.11], [13.78, 17.21, -11.41], [12.29, 13.81, -12.72], [11.41, 15.03, -11.82], [14.82, 13.02, -20.24], [13.78, 14.18, -20.10], [13.95, 15.28, -21.10], [15.13, 15.97, -20.71], [15.42, 17.15, -21.44], [12.42, 13.59, -20.32], [14.90, 12.27, -19.46], [15.78, 13.54, -20.10], [14.82, 12.56, -21.23], [13.80, 14.56, -19.08], [13.02, 15.84, -20.95], [13.99, 14.79, -22.07], [14.54, 17.77, -21.64], [15.77, 16.98, -22.46], [16.11, 17.82, -20.92], [12.17, 13.08, -19.49], [11.76, 14.35, -20.36], [7.91, 11.79, -19.86], [8.07, 10.62, -18.97], [9.14, 9.61, -19.43], [8.82, 8.18, -19.19], [9.81, 7.26, -19.71], [8.43, 11.16, -17.64], [8.91, 12.14, -20.09], [7.45, 12.66, -19.38], [7.40, 11.55, -20.80], [7.09, 10.17, -18.88], [10.08, 9.71, -18.89], [9.37, 9.70, -20.49], [10.70, 7.32, -19.09], [10.08, 7.41, -20.76], [9.51, 6.22, -19.58], [7.61, 11.34, -17.08], [8.91, 12.05, -17.75], [7.64, 15.89, -14.39], [7.62, 16.28, -15.84], [8.85, 17.10, -16.24], [8.87, 18.40, -15.57], [10.03, 19.18, -15.68], [7.54, 15.02, -16.51], [6.68, 15.56, -14.00], [7.88, 16.71, -13.71], [8.42, 15.17, -14.13], [6.65, 16.69, -16.15], [8.85, 17.20, -17.33], [9.75, 16.52, -16.11], [10.06, 19.71, -16.63], [10.97, 18.63, -15.57], [10.01, 20.01, -14.96], [8.13, 15.12, -17.32], [6.62, 14.96, -16.92], [5.22, 13.01, -14.21], [6.62, 12.53, -13.81], [6.68, 11.35, -12.83], [7.89, 10.76, -12.58], [8.59, 11.68, -11.74], [7.21, 12.07, -15.12], [5.32, 13.82, -14.93], [4.61, 13.43, -13.41], [4.47, 12.36, -14.67], [7.17, 13.37, -13.37], [6.16, 10.52, -13.30], [6.13, 11.65, -11.94], [8.00, 11.86, -10.84], [8.91, 12.60, -12.24], [9.49, 11.23, -11.33], [7.46, 12.93, -15.58], [8.08, 11.70, -14.77], [14.01, 10.67, -11.28], [15.12, 11.48, -10.76], [16.22, 11.88, -11.81], [16.93, 10.71, -12.26], [17.96, 10.89, -13.22], [14.57, 12.72, -10.37], [13.29, 11.27, -11.84], [13.44, 10.18, -10.49], [14.30, 9.95, -12.04], [15.52, 11.04, -9.84], [16.95, 12.48, -11.29], [15.57, 12.42, -12.50], [18.64, 11.69, -12.94], [17.41, 11.25, -14.10], [18.55, 9.99, -13.38], [13.72, 12.43, -9.91], [14.32, 13.22, -11.21]]
}

# 2
{
  "formula": "C26H78O13",
  "method": "the ωB97M-V functional and the def2-TZVPD basis",
  "spin_multiplicity": 2,
  "fmax_ev_per_a": 2.38,
  "lumo_energy_ev": [2.2, 2.1],
  "charge": -1,
  "relative_energy_kcal_mol": 8.6,
  "elements": ["C", "C", "O", "H", "H", "H", "H", "H", "H", "C", "C", "O", "H", "H", "H", "H", "H", "H", "C", "C", "O", "H", "H", "H", "H", "H", "H", "C", "C", "O", "H", "H", "H", "H", "H", "H", "C", "C", "O", "H", "H", "H", "H", "H", "H", "C", "C", "O", "H", "H", "H", "H", "H", "H", "C", "C", "O", "H", "H", "H", "H", "H", "H", "C", "C", "O", "H", "H", "H", "H", "H", "H", "C", "C", "O", "H", "H", "H", "H", "H", "H", "C", "C", "O", "H", "H", "H", "H", "H", "H", "C", "C", "O", "H", "H", "H", "H", "H", "H", "C", "C", "O", "H", "H", "H", "H", "H", "H", "C", "C", "O", "H", "H", "H", "H", "H", "H"],
  "positions_angstrom": [[-2.96, -2.94, -2.39], [-4.34, -3.49, -2.23], [-4.95, -3.34, -3.45], [-2.33, -3.39, -3.16], [-2.41, -3.09, -1.45], [-2.86, -1.85, -2.39], [-4.91, -2.91, -1.50], [-4.25, -4.55, -2.00], [-5.79, -3.80, -3.40], [4.35, -0.14, 0.98], [5.52, -0.62, 0.12], [6.68, 0.05, 0.55], [4.44, -0.53, 1.99], [3.48, -0.64, 0.55], [4.25, 0.94, 0.87], [5.29, -0.56, -0.94], [5.69, -1.69, 0.22], [7.41, -0.38, 0.11], [1.60, 4.46, -1.08], [0.81, 5.49, -0.22], [0.53, 5.00, 1.08], [2.60, 4.35, -0.67], [1.68, 4.75, -2.13], [0.99, 3.55, -1.08], [-0.16, 5.72, -0.65], [1.27, 6.48, -0.14], [0.04, 5.74, 1.45], [0.08, -3.57, 4.38], [0.10, -2.30, 3.52], [0.66, -2.47, 2.23], [-0.36, -3.45, 5.37], [1.05, -3.98, 4.64], [-0.40, -4.39, 3.84], [0.67, -1.55, 4.07], [-0.90, -1.87, 3.41], [0.77, -1.63, 1.78], [2.86, 1.88, 3.98], [2.74, 2.98, 2.95], [1.63, 2.70, 2.16], [3.62, 1.96, 4.76], [3.01, 0.92, 3.49], [1.91, 1.72, 4.50], [3.66, 2.98, 2.36], [2.63, 3.97, 3.39], [1.40, 3.48, 1.65], [4.64, -3.68, -2.35], [3.49, -2.70, -2.54], [3.61, -2.00, -3.75], [5.58, -3.16, -2.14], [4.79, -4.30, -3.23], [4.39, -4.40, -1.57], [3.54, -2.12, -1.62], [2.53, -3.20, -2.40], [2.86, -1.40, -3.76], [0.65, -2.60, -5.64], [0.25, -1.76, -4.41], [1.21, -0.75, -4.24], [-0.10, -3.38, -5.77], [1.62, -3.10, -5.56], [0.67, -1.98, -6.53], [0.25, -2.44, -3.56], [-0.73, -1.29, -4.54], [1.06, -0.13, -4.96], [-4.10, 2.67, 2.07], [-3.51, 3.09, 0.71], [-3.51, 2.00, -0.14], [-5.17, 2.43, 2.06], [-3.91, 3.46, 2.80], [-3.69, 1.75, 2.47], [-2.50, 3.45, 0.90], [-4.11, 3.91, 0.33], [-3.10, 2.25, -0.97], [-1.86, 4.73, 4.35], [-0.47, 4.19, 4.53], [-0.48, 2.89, 4.04], [-2.67, 4.19, 4.85], [-2.10, 4.72, 3.29], [-1.92, 5.73, 4.78], [-0.15, 4.13, 5.57], [0.24, 4.82, 4.00], [0.05, 2.98, 3.24], [-0.92, 2.32, -3.19], [-1.59, 3.54, -2.59], [-2.89, 3.18, -2.41], [0.17, 2.40, -3.21], [-1.29, 2.10, -4.19], [-1.02, 1.44, -2.55], [-1.63, 4.41, -3.26], [-1.14, 3.80, -1.63], [-3.27, 3.31, -3.29], [0.02, -0.59, -0.73], [-0.15, 0.54, 0.26], [0.77, 0.16, 1.25], [-0.13, -1.55, -0.24], [0.97, -0.63, -1.27], [-0.75, -0.40, -1.48], [-1.16, 0.70, 0.62], [0.19, 1.48, -0.19], [1.16, 0.90, 1.72], [0.04, -5.19, -1.41], [0.47, -4.44, -0.19], [-0.64, -4.27, 0.73], [-0.36, -6.17, -1.14], [0.94, -5.36, -2.00], [-0.67, -4.66, -2.04], [0.82, -3.46, -0.53], [1.23, -5.01, 0.35], [-0.33, -3.76, 1.48], [-3.67, -2.49, 1.36], [-3.41, -1.07, 0.93], [-4.67, -0.49, 0.64], [-4.42, -2.61, 2.15], [-2.76, -2.93, 1.76], [-3.95, -3.07, 0.48], [-2.78, -0.99, 0.04], [-2.86, -0.51, 1.69], [-4.48, 0.39, 0.29]]
}